73
Properties=species:S:1:pos:R:3 method="wB97M-V/def2-TZVPD" de_lowest_kcal_mol=23.7 total_charge=+3 homo_ev="-16.66 / -16.65" homo_lumo_gap_ev="5.13 / 5.38"
Sn -15.8701 4.9101 6.8924
C -19.0278 9.9462 7.0219
N -18.4442 9.5962 5.6801
C -18.8068 10.5250 4.5751
C -17.6281 8.5547 5.5413
N -17.2682 7.9640 6.6979
C -16.3193 8.4236 7.4993
C -15.6214 9.6791 7.0546
C -14.7559 10.3420 7.8861
C -14.5794 9.8300 9.1987
C -15.2570 8.7467 9.7315
C -15.1995 8.6244 11.1742
C -16.0755 7.6675 11.7871
C -16.5580 6.6712 10.9130
C -16.6563 6.7728 9.4351
N -16.9991 5.6147 8.7693
C -17.8752 4.6218 9.1233
N -19.1368 4.8470 9.4207
C -19.6871 6.1790 9.1560
C -19.7632 3.9646 10.4447
N -17.3451 3.3571 9.0417
C -18.1466 2.1729 8.5729
C -16.0146 3.0056 9.4383
C -16.1370 7.9613 8.9175
N -17.2035 8.0796 4.3630
C -18.0655 7.9650 3.1835
C -16.0058 7.2153 4.2367
H -18.3972 10.6791 7.4648
H -19.0466 9.1179 7.7267
H -20.0587 10.3168 6.9215
H -18.8198 11.4461 5.1195
H -19.7908 10.2550 4.2442
H -18.0632 10.3616 3.8050
H -15.7212 10.0810 6.0140
H -14.1586 11.2517 7.6612
H -14.0118 10.4774 9.9451
H -14.6034 9.2787 11.7796
H -16.0131 7.5172 12.9470
H -16.9672 5.7482 11.3004
H -19.3598 6.8608 9.9007
H -20.7582 6.1735 9.1700
H -19.4132 6.5957 8.1980
H -18.9329 3.5494 11.0531
H -20.2815 3.0820 10.0818
H -20.5290 4.4951 11.0950
H -18.5168 1.5762 9.4305
H -17.4261 1.6157 8.0304
H -18.9954 2.3825 7.9410
H -15.3303 3.7966 9.2292
H -15.7017 2.2417 8.7083
H -15.9926 2.6785 10.4973
H -17.7997 8.5775 2.3816
H -19.0608 8.1671 3.3850
H -18.0342 6.8980 2.9235
H -16.2513 6.1178 4.1779
H -15.4038 7.3566 5.1192
H -15.4295 7.5420 3.3673
N -17.7859 4.5536 6.0478
C -18.9698 4.7406 6.0907
N -20.1863 4.7781 6.2514
C -20.8541 5.8890 5.9868
N -21.4214 6.9117 5.8905
C -13.6074 0.1415 5.0668
N -14.8706 0.8235 4.9158
C -15.5106 0.7683 3.4771
C -15.2384 1.7710 5.6895
N -15.5561 2.6499 6.3492
H -13.7533 -0.8197 4.6158
H -13.4367 0.1598 6.1149
H -12.7793 0.6246 4.5188
H -14.7021 0.6174 2.8446
H -16.0619 1.7414 3.2961
H -16.1850 -0.0825 3.4297


70
Properties=species:S:1:pos:R:3 method="wB97M-V/def2-TZVPD" smiles="COCC[NH+](CCOC)S(=O)(=O)c1ccc(C(=O)NC2CCN(Cc3ccccc3)CC2)cc1" de_lowest_kcal_mol=48.2 total_charge=+1 homo_ev=-11.10 homo_lumo_gap_ev=7.81
C -4.1815 1.7308 0.1678
O -2.9886 2.2927 -0.3523
C -3.0250 3.6895 -0.5552
C -2.4986 4.4173 0.6985
N -1.3406 3.6623 1.1899
C -1.0726 3.7087 2.6287
C -0.2475 2.4568 2.9786
O -0.7620 1.3324 2.3019
C -1.7847 0.6374 2.9972
S 0.2504 4.1464 0.2121
O 0.9740 4.9158 1.1608
O -0.2885 4.7604 -0.9485
C 0.9972 2.5721 -0.1291
C 2.2967 2.3699 0.3003
C 2.9297 1.1944 -0.0589
C 2.2629 0.2353 -0.8184
C 3.0673 -0.9671 -1.2618
O 4.2698 -0.8738 -1.4006
N 2.3505 -2.0725 -1.4900
C 2.9054 -3.3230 -1.9691
C 2.2542 -3.6819 -3.3074
C 0.7254 -3.7582 -3.1480
N 0.3670 -3.8712 -1.7401
C -1.0621 -4.0468 -1.5466
C -1.4372 -3.9337 -0.0916
C -2.3814 -4.7881 0.4625
C -2.7203 -4.6937 1.8012
C -2.1039 -3.7540 2.6093
C -1.1589 -2.8997 2.0660
C -0.8391 -2.9791 0.7228
C 1.1608 -4.9235 -1.1182
C 2.6093 -4.4361 -0.9572
C 0.9497 0.4622 -1.2244
C 0.3094 1.6436 -0.8879
H -4.4380 2.1493 1.1454
H -5.0169 1.8902 -0.5179
H -3.9961 0.6637 0.2668
H -4.0336 4.0355 -0.7971
H -2.3656 3.9052 -1.3989
H -2.1998 5.4352 0.4475
H -3.2663 4.4512 1.4765
H -1.5223 2.6601 0.9479
H -2.0180 3.7112 3.1785
H -0.5150 4.6150 2.8687
H -0.2356 2.3042 4.0624
H 0.7807 2.5844 2.6325
H -2.0732 -0.1944 2.3587
H -1.4144 0.2517 3.9503
H -2.6555 1.2719 3.1864
H 2.7965 3.1320 0.8769
H 3.9568 1.0078 0.2166
H 1.3599 -2.1521 -1.2926
H 3.9820 -3.1742 -2.0851
H 2.6528 -4.6432 -3.6299
H 2.5153 -2.9415 -4.0629
H 0.3339 -4.6100 -3.7284
H 0.2553 -2.8509 -3.5409
H -1.5706 -3.2547 -2.1107
H -1.4164 -5.0123 -1.9455
H -2.8516 -5.5374 -0.1575
H -3.4557 -5.3654 2.2168
H -2.3523 -3.6937 3.6581
H -0.6560 -2.1774 2.6927
H -0.1026 -2.3061 0.3079
H 1.1285 -5.8415 -1.7259
H 0.7326 -5.1572 -0.1424
H 3.2997 -5.2639 -1.1121
H 2.7721 -4.0489 0.0493
H 0.4303 -0.2599 -1.8350
H -0.6972 1.8400 -1.2208


| no. | calculated total energy (eV) |
| --- | --- |
| 1 | -48701.8337 |
| 2 | -52045.0238 |